No. 1
# C25H27Cl4CoI2N2O3P2

A molecular structure, C25H27Cl4CoI2N2O3P2 (ωB97M-V with the def2-TZVPD basis set, the Open Molecules 2025 dataset).

```
66
Properties=species:S:1:pos:R:3:forces:R:3
Co 0.345710 0.113098 -0.019071 -0.1 -0.1 0.0
I 2.888809 1.396829 6.597915 0.0 0.0 0.0
C 1.654462 1.226489 4.919205 0.0 0.0 0.1
C 0.442821 0.568441 5.018470 0.0 0.0 0.0
C -0.356035 0.443397 3.893850 0.0 0.0 0.0
I -2.230321 -0.451124 4.132508 0.0 0.0 0.0
C 0.022057 0.925815 2.624171 0.1 0.1 0.0
O -0.690065 0.757533 1.549137 0.0 -0.1 -0.1
C 1.228573 1.679697 2.600933 0.0 0.0 0.0
C 1.537111 2.460756 1.359996 -0.1 0.0 0.0
N 1.702216 1.635743 0.152862 0.0 0.0 -0.1
C 1.866687 2.472037 -1.052619 0.0 0.0 0.0
C 1.066136 1.977297 -2.231898 -0.1 0.0 0.1
C 1.605378 1.922281 -3.507099 0.0 0.0 0.0
C 0.810308 1.468177 -4.545474 0.0 0.0 0.1
C -0.497762 1.101545 -4.271163 0.0 0.0 0.0
C -0.951330 1.206765 -2.965382 0.0 0.0 0.0
N -0.194213 1.636585 -1.962303 0.1 0.0 0.0
C 2.033615 1.800596 3.715226 0.0 0.0 0.0
H 0.114970 0.154738 5.961828 0.0 0.0 0.0
H 2.422387 3.085621 1.527896 0.0 0.0 0.0
H 0.692066 3.125696 1.157064 0.0 0.0 0.0
H 2.517914 1.039331 0.269677 0.0 0.0 0.0
H 2.919240 2.575161 -1.325764 0.0 0.0 0.0
H 1.499323 3.472885 -0.811040 0.0 0.0 0.0
H 2.642209 2.185358 -3.670283 0.0 0.0 0.0
H 1.212486 1.382058 -5.546893 0.0 0.0 0.0
H -1.155573 0.729398 -5.045155 0.0 0.0 0.0
H -1.968729 0.939921 -2.697904 0.0 0.0 0.0
H 2.956943 2.363588 3.646025 0.0 0.0 0.0
C -0.480982 -2.757377 -1.714890 -0.1 0.0 0.0
P -1.004743 -1.697102 -0.331446 0.1 0.1 0.0
C -0.914705 -2.817184 1.098077 0.0 0.0 0.0
C -2.817323 -1.566155 -0.599217 0.0 0.0 0.0
C -3.441278 -0.567221 0.389193 0.0 0.0 0.0
P -3.681793 1.113125 -0.338898 0.0 0.0 0.0
C -5.463002 0.980068 -0.811755 0.0 0.0 0.0
C -3.845749 2.089019 1.204387 0.0 0.0 0.0
H -1.158003 -3.606575 -1.833754 0.0 0.0 0.0
H 0.528581 -3.120309 -1.521893 0.0 0.0 0.0
H -0.444227 -2.166830 -2.630352 0.0 0.0 0.0
H -1.369191 -3.784526 0.871504 0.0 0.0 0.0
H -1.422978 -2.362208 1.947699 0.0 0.0 0.0
H 0.135435 -2.934174 1.366012 0.0 0.0 0.0
H -3.244352 -2.566595 -0.483966 0.0 0.0 0.0
H -2.984061 -1.262653 -1.637649 0.0 0.0 0.0
H -2.781046 -0.419344 1.246870 0.0 0.0 0.0
H -4.393081 -0.939889 0.780269 0.0 0.0 0.0
H -6.086418 0.677924 0.034321 0.0 0.0 0.0
H -5.573451 0.243910 -1.610696 0.0 0.0 0.0
H -5.820180 1.938746 -1.191174 0.0 0.0 0.0
H -4.570403 1.649131 1.894948 0.0 0.0 0.0
H -4.149935 3.109412 0.966364 0.0 0.0 0.0
H -2.866220 2.111675 1.684233 0.0 0.0 0.0
Cl 5.394525 -3.464298 -2.779349 0.0 0.0 0.0
C 4.320391 -2.772322 -1.607130 0.0 0.0 0.0
C 4.466060 -3.052937 -0.262348 0.0 0.0 0.0
Cl 5.735159 -4.106542 0.274097 0.0 0.0 0.0
C 3.589448 -2.482062 0.671484 0.0 0.0 0.0
Cl 3.747083 -2.827553 2.364575 0.0 0.0 0.0
C 2.552567 -1.620752 0.292829 0.0 0.0 -0.1
O 1.717761 -1.080843 1.119044 0.0 0.1 0.0
C 2.409571 -1.332545 -1.114328 0.0 0.0 0.1
O 1.435032 -0.534606 -1.487090 0.0 0.0 0.0
C 3.287137 -1.914245 -2.019074 0.0 0.0 0.0
Cl 3.056981 -1.551874 -3.705610 0.0 0.0 0.0
```
Forces are in eV/Å.

## Properties
- HOMO (spin up / spin down) (eV) = -3.956 / -3.930
- expectation value of S² = 0.760
- net charge = -1
- spin multiplicity = 2
- gap between HOMO and LUMO (spin up / spin down) (eV) = 6.16 / 6.14

---

No. 2
# C6H18O3

3 unconnected molecules or ions with the total composition C6H18O3 at a distorted geometry (ωB97M-V with the def2-TZVPD basis set, the Open Molecules 2025 dataset).

```
27
Properties=species:S:1:pos:R:3:forces:R:3
C -23.138640 18.451470 16.267590 0.7 0.3 0.5
C -24.230560 17.475340 16.694380 0.6 1.8 -0.7
O -25.326400 17.921570 15.910740 -1.1 -0.9 0.0
H -22.299930 18.485510 16.962930 0.4 -0.3 -0.2
H -23.522920 19.471340 16.284670 -0.3 0.1 0.3
H -22.832930 18.347240 15.226540 0.2 -0.5 0.1
H -24.459270 17.650120 17.745690 0.1 -0.5 0.2
H -23.966900 16.439380 16.481410 -0.4 0.1 0.0
H -25.536920 18.778550 16.288710 -0.3 0.1 -0.2
C -16.045700 16.020720 18.024960 -0.5 -0.3 -1.6
C -17.216520 17.006970 18.078560 1.5 0.0 1.1
O -17.077890 17.562580 19.395120 -0.8 0.7 -0.4
H -16.265620 15.093520 18.554140 0.1 0.1 0.0
H -15.073710 16.412480 18.324720 -0.4 0.5 0.6
H -15.850640 15.823550 16.970840 -0.2 -0.7 -0.2
H -18.228930 16.623390 17.952130 0.1 -0.7 -0.1
H -17.116490 17.800060 17.337550 0.3 0.1 -0.2
H -17.576200 18.377880 19.302540 0.0 0.3 0.8
C -10.710710 13.513640 17.495580 0.3 -0.6 -0.2
C -9.357100 12.847670 17.849930 -0.9 1.8 -0.6
O -8.994760 13.291390 19.139810 0.2 -0.8 0.7
H -11.492240 13.308660 18.227220 0.1 -0.3 0.0
H -11.011530 13.152170 16.512240 -0.2 0.0 0.0
H -10.656270 14.600820 17.439290 0.4 0.0 0.0
H -8.614000 13.271000 17.174140 0.1 -0.4 -0.4
H -9.366910 11.761740 17.756350 -0.2 0.0 0.1
H -8.616790 12.513390 19.556310 0.2 0.3 0.5
```
Forces are in eV/Å.

## Properties
- HOMO (eV) = -10.173
- structure (SMILES) = CCO.CCO.CCO
- gap between HOMO and LUMO (eV) = 10.84

---

No. 3
# C4H10NS2

A gas-phase ion, C4H10NS2 (charge +1) at a distorted geometry (ωB97M-V with the def2-TZVPD basis set, the Open Molecules 2025 dataset).

```
17
Properties=species:S:1:pos:R:3:forces:R:3
C 2.978937 -0.696082 0.071949 -1.4 -1.0 4.5
S 1.482722 0.296925 0.411405 -0.7 0.0 -0.8
C 0.209662 -0.344778 -0.796633 -1.9 1.9 3.4
N -0.913024 0.891183 -0.922315 1.5 0.3 0.0
C -1.706178 0.964595 0.344409 3.6 -1.3 1.7
C -1.696120 -0.407033 1.050699 5.5 1.2 -0.1
S -0.930794 -1.545323 -0.170842 -0.2 -0.7 0.7
H 3.766151 -0.069186 0.444492 0.6 0.1 -0.5
H 2.923223 -0.996666 -0.875079 0.6 -0.5 -4.2
H 2.960771 -1.683177 0.633437 -0.1 1.4 -0.2
H 0.494021 -0.695815 -1.724468 1.0 -0.1 -2.1
H -1.502373 0.728452 -1.707265 -0.9 -1.1 -0.7
H -0.545131 1.800411 -1.208836 0.7 0.1 0.7
H -2.682987 1.159646 0.216838 -3.2 1.5 -1.1
H -1.189022 1.602666 1.073573 -0.4 0.5 -0.9
H -1.016644 -0.256083 1.991313 -1.7 -1.0 -1.5
H -2.633206 -0.749731 1.167319 -3.1 -1.3 1.1
```
Forces are in eV/Å.

## Properties
- HOMO (eV) = -12.989
- structure (SMILES) = CS[C@@H]1[NH2+]CCS1
- net charge = +1
- gap between HOMO and LUMO (eV) = 9.73

---

No. 4
# C24H47F2GaNO2Si

A molecular structure, C24H47F2GaNO2Si at a distorted geometry (ωB97M-V with the def2-TZVPD basis set, the Open Molecules 2025 dataset).

```
78
Properties=species:S:1:pos:R:3:forces:R:3
C -2.196087 0.206963 -0.137111 -0.1 -0.4 0.2
Si -0.692556 -0.184073 -1.318735 -0.7 -1.1 0.7
C 0.900824 0.207551 -0.307485 0.8 -0.1 1.2
C -0.826106 -2.110297 -1.676606 0.8 -0.3 -0.6
C -2.076715 -2.477735 -2.699156 0.8 -1.4 0.4
C -3.407379 -3.061426 -1.920905 1.1 -0.6 0.0
F -3.410037 -2.709356 -0.451979 0.5 -0.8 -2.9
F -3.276643 -4.566388 -1.950317 0.1 2.8 0.5
Ga -5.208914 -2.616647 -2.836329 -1.2 -0.1 0.5
C -5.667189 -0.573180 -2.748304 1.6 0.5 -0.4
O -6.875220 -0.287959 -1.923709 0.6 -0.5 -0.3
N -6.466292 0.655327 -1.017146 -1.1 3.8 -1.7
O -6.710043 1.782497 -1.451460 0.7 -2.9 1.8
C -0.801722 0.681381 -3.035150 -0.7 2.9 -5.2
C 0.422302 0.812479 -4.136400 -4.1 1.7 -0.9
C 0.114575 1.578993 -5.590485 -2.3 -0.1 1.7
C -1.347975 2.208778 -6.009035 0.1 -2.1 4.3
C -2.567463 2.066462 -4.920387 3.7 -1.7 1.3
C -2.257121 1.331747 -3.486711 2.4 0.3 -2.3
H -2.044176 -0.514104 0.797423 -0.4 1.6 -1.9
H -3.154134 -0.170211 -0.693610 1.6 1.0 1.3
H -2.239857 1.324223 0.213004 -0.2 -2.2 -0.7
H 0.814018 -0.418418 0.704885 0.2 1.2 -2.1
H 1.895705 -0.138396 -0.819394 -1.8 0.9 0.9
H 0.919013 1.336547 0.022959 0.2 -2.1 -0.8
H -0.852477 -2.726934 -0.669856 -0.2 1.2 -2.1
H 0.200194 -2.379695 -2.216126 -2.1 0.4 1.0
H -2.337520 -1.610048 -3.454191 0.4 -1.6 1.8
H -1.684755 -3.376592 -3.380067 -1.1 1.9 1.5
H -6.355383 -3.371743 -1.957968 0.3 0.2 -0.2
H -5.310421 -3.060401 -4.370803 0.4 0.0 0.0
H -4.764492 -0.080243 -2.165436 -1.6 -0.6 -1.4
H -5.815703 -0.093893 -3.810215 0.3 -0.5 2.2
H 1.492898 0.377115 -3.881118 -2.5 1.1 -0.8
H 0.986575 1.700573 -6.395402 -2.1 -0.4 2.1
H -1.579783 2.748212 -7.033843 0.8 -1.3 2.3
H -3.681779 2.456172 -5.097728 2.9 -0.9 0.3
H -3.129357 1.255160 -2.710068 1.8 0.2 -1.7
C 4.446010 6.113814 2.975562 0.1 0.0 0.2
C 4.930430 5.763053 1.577724 0.0 0.1 -0.2
C 3.791786 5.497684 0.589364 0.1 -0.1 -0.1
C 2.889099 4.307099 0.932094 -0.1 0.0 0.1
C 3.603799 2.961478 1.077470 -0.2 0.0 0.0
C 4.282137 2.498286 -0.202971 0.1 -0.1 0.0
H 3.887961 5.289046 3.427879 0.0 0.1 0.0
H 5.299709 6.331809 3.625385 -0.1 0.0 0.0
H 3.802127 6.998145 2.955219 0.0 -0.1 0.0
H 5.604945 4.902124 1.626539 -0.1 0.0 0.0
H 5.529292 6.600989 1.198006 0.0 -0.1 0.0
H 4.220916 5.354289 -0.409193 -0.1 0.0 0.1
H 3.165873 6.396106 0.520145 0.1 -0.1 0.0
H 2.123907 4.218957 0.150648 0.1 0.0 0.1
H 2.344999 4.516932 1.860630 0.0 0.0 -0.1
H 2.863814 2.205983 1.368149 0.1 0.1 0.0
H 4.338564 3.001583 1.888466 0.0 0.0 0.0
H 3.558043 2.413305 -1.019677 0.1 0.0 0.1
H 4.738072 1.514134 -0.051609 0.0 0.1 -0.1
H 5.074114 3.186379 -0.512002 -0.1 -0.1 0.0
C 2.571300 -3.970311 4.716744 0.0 0.1 0.2
C 1.244336 -4.702944 4.598158 0.0 -0.2 -0.1
C 0.769823 -4.869370 3.152154 -0.2 0.0 0.0
C 0.492384 -3.564017 2.397912 0.1 0.1 0.0
C -0.540142 -2.638110 3.045379 0.0 0.0 -0.1
C -1.925915 -3.257668 3.145384 -0.2 0.1 0.1
H 2.501522 -2.945847 4.340105 0.0 -0.1 0.0
H 2.878688 -3.917185 5.766165 0.1 0.0 -0.1
H 3.356163 -4.491532 4.160543 0.0 0.1 0.0
H 0.484385 -4.188116 5.194797 0.0 0.0 -0.1
H 1.358480 -5.700702 5.041341 -0.1 0.1 0.0
H -0.133040 -5.491189 3.149075 0.1 0.1 0.0
H 1.525595 -5.435983 2.594052 0.0 0.0 0.1
H 0.155291 -3.816697 1.384764 0.0 0.0 0.1
H 1.429686 -3.009337 2.271218 0.0 -0.1 0.0
H -0.613489 -1.725376 2.441738 0.1 -0.1 0.1
H -0.205631 -2.324215 4.039750 0.1 0.0 0.0
H -2.297710 -3.544336 2.156379 0.0 0.0 0.1
H -2.629465 -2.536799 3.575160 0.0 -0.1 -0.1
H -1.926662 -4.143899 3.786317 0.0 0.0 -0.1
```
Forces are in eV/Å.

## Properties
- HOMO (eV) = -5.407
- net charge = -1
- gap between HOMO and LUMO (eV) = 7.50

---

Looking at E_tot for the records above, in order, we have -5805.8905 -465.0499 -1009.2246 -3561.4775 a.u..